1.
20
Properties=species:S:1:pos:R:3:forces:R:3 method="wB97M-V/def2-TZVPD" lumo_ha=-0.1115 homo_energy_ev=-15.24 charge=+1
O -0.760751 0.790862 0.242899 -0.691 3.500 -0.334
N -0.263472 -1.423627 0.466599 0.251 -4.062 0.606
C -0.866111 1.697652 1.322378 0.027 0.482 1.351
C 1.625858 -1.023087 -1.083791 0.068 0.052 0.016
C -1.129851 1.417652 -0.969361 -0.304 0.118 -1.386
C 1.216158 -1.537667 0.292689 0.542 -0.361 0.152
H 1.350608 0.037702 -1.208561 0.201 -0.425 0.043
H -0.199572 2.566432 1.189878 -0.176 -0.399 -0.087
H -0.563641 -0.431867 0.377679 -0.204 0.413 -0.062
H 2.719848 -1.117317 -1.188261 -0.510 0.056 -0.039
H 1.698188 -0.958627 1.103748 -0.340 -0.249 -0.419
H 1.144218 -1.608137 -1.885261 0.233 0.173 0.256
H -0.474572 2.274452 -1.199811 -0.138 -0.351 0.216
H -1.031041 0.672152 -1.776261 -0.044 0.315 0.318
H -1.899431 2.062792 1.447038 0.325 -0.219 -0.154
H 1.492217 -2.601067 0.428449 -0.087 0.589 -0.089
H -0.557491 -1.771217 1.401658 0.200 0.062 -0.849
H -2.174441 1.770822 -0.942651 0.360 -0.183 0.131
H -0.568831 1.162872 2.240118 -0.114 0.229 -0.364
H -0.757881 -1.980777 -0.259171 0.402 0.261 0.697

***

2.
20
Properties=species:S:1:pos:R:3:forces:R:3 method="wB97M-V/def2-TZVPD" multiplicity=2 s2=0.755 lumo_ha="-0.2676 / -0.5047" homo_energy_ev="-21.71 / -21.79" charge=+2
O 1.079866 1.522489 -1.652954 0.465 -1.039 2.047
N -1.390979 -1.608031 0.695605 0.660 -0.618 -1.052
C 0.421930 1.111395 0.701560 0.148 -0.371 0.287
C 1.425393 -0.724063 -0.874643 0.112 -0.991 -0.491
C 1.341016 0.746420 -0.470924 -1.405 0.375 -0.191
C -2.396896 -0.693171 1.301874 -2.163 -0.935 -0.876
H 0.713400 2.080986 1.097781 -0.179 0.142 0.187
H -0.478920 -1.130849 0.520670 -0.837 -0.661 0.337
H 0.418738 2.180566 -1.343718 -0.003 0.634 -0.606
H 0.507254 -1.068241 -1.392872 0.389 0.507 0.110
H 2.247100 -0.850464 -1.571840 0.087 -0.259 -0.125
H -1.230271 -2.459477 1.263394 -0.008 0.456 -0.132
H 2.368277 1.035513 -0.113504 0.296 0.082 -0.535
H 1.601738 -1.406399 -0.017141 0.195 0.764 -0.240
H -2.532626 0.149520 0.620516 -0.157 -0.202 0.108
H -1.729997 -1.949362 -0.240332 0.272 0.305 0.981
H 0.578335 0.370640 1.518642 0.118 0.588 -0.453
H -0.656214 1.123436 0.467683 0.475 0.124 -0.245
H -2.094371 -0.334421 2.261289 0.234 -0.091 0.641
H -3.363174 -1.308629 1.336625 1.301 1.192 0.249

***

Record-wise E values, in eV: -7905.4354 -7891.7387
Record-wise energy above the lowest of the compared OMol25 structures with the same formula, charge and spin values, in kcal/mol: 35.0 8.4